Record 1
Molecular formula: C34H60F3N3O10
Method: DFT, ωB97M-V with the def2-TZVPD basis set

## Properties
Charge = +2
Kohn-Sham gap = 0.14271 Eh
HOMO = -11.961 eV

```
110
Properties=species:S:1:pos:R:3:forces:R:3
N -3.948 -4.684 -2.405 1.35 0.99 -0.47
C -3.432 -3.632 -2.915 0.14 -0.28 0.49
C -1.881 -3.344 -2.957 -1.28 0.20 -0.82
N -1.531 -2.277 -1.944 0.91 1.04 0.55
C -2.225 -2.104 -0.771 0.81 1.97 1.61
C -1.879 -1.032 0.185 1.63 -0.56 -2.87
C -0.737 -0.179 -0.171 0.34 -0.31 -0.70
C -0.279 1.000 0.732 -0.32 0.73 0.87
C -1.223 1.474 1.785 3.20 1.15 -1.00
C -0.789 2.600 2.587 -0.68 -1.77 -1.38
N 0.441 3.220 2.398 0.12 -1.16 -0.69
C 0.744 4.406 3.270 -0.87 1.16 -0.05
C -0.450 5.440 3.018 0.44 0.55 0.89
O -0.794 5.523 1.633 -0.44 -0.77 0.56
C -2.205 5.666 1.435 -0.43 1.01 0.08
C -2.460 6.549 0.151 -0.41 0.04 -0.01
F -1.717 6.123 -0.925 -0.94 0.66 1.47
F -2.188 7.875 0.398 -0.22 -2.02 -0.50
F -3.796 6.447 -0.183 1.83 0.16 0.39
C 1.330 2.798 1.437 -1.16 -1.81 -1.23
C 1.011 1.664 0.557 -1.74 0.95 2.02
C 0.030 -0.397 -1.426 -2.82 -2.06 0.95
C -0.441 -1.481 -2.283 0.79 1.99 1.54
H -3.167 -5.280 -2.073 -0.64 -0.08 -0.08
H -4.105 -2.829 -3.324 0.72 -0.76 0.32
H -1.682 -2.861 -3.958 0.10 -0.76 1.06
H -1.252 -4.258 -2.790 -0.62 0.91 -0.10
H -3.076 -2.765 -0.492 0.83 0.37 -0.78
H -2.477 -0.903 1.117 0.66 -0.32 -1.06
H -2.206 0.963 1.873 0.90 0.91 0.31
H -1.501 2.987 3.359 1.18 -0.19 -0.71
H 1.720 4.890 3.019 -0.72 -0.88 -0.03
H 0.745 4.063 4.342 0.07 0.40 -1.11
H -1.301 5.126 3.682 0.50 0.29 -0.82
H -0.158 6.481 3.346 -0.03 -1.20 -0.05
H -2.623 6.246 2.309 0.11 -0.53 -1.03
H -2.760 4.685 1.355 0.69 0.91 -0.14
H 2.307 3.308 1.262 -1.12 -0.17 0.69
H 1.764 1.368 -0.204 -0.72 0.28 0.82
H 0.907 0.244 -1.679 -1.05 -0.89 -0.04
H 0.103 -1.644 -3.251 -0.89 -0.20 1.06
C -6.884 -2.905 -1.584 -0.39 -0.11 0.04
O -7.979 -3.757 -1.366 0.23 0.17 0.18
C -7.638 -5.128 -1.551 -0.44 0.11 -0.09
C -8.689 -6.027 -0.920 0.25 -0.16 0.14
O -8.509 -6.190 0.485 0.01 0.25 -0.15
C -8.886 -5.077 1.292 -0.14 -0.36 0.17
C -10.392 -4.926 1.430 0.07 0.50 -0.27
O -10.926 -4.257 0.296 0.04 -0.18 -0.08
C -12.331 -4.393 0.215 0.11 0.06 -0.08
H -6.494 -3.026 -2.601 0.16 0.00 -0.03
H -7.220 -1.875 -1.455 -0.09 -0.05 -0.02
H -6.093 -3.108 -0.849 0.18 -0.03 -0.07
H -6.658 -5.338 -1.105 -0.02 -0.05 -0.02
H -7.594 -5.319 -2.630 0.13 -0.14 -0.01
H -8.570 -7.028 -1.342 0.06 0.03 0.06
H -9.702 -5.696 -1.153 0.07 0.22 -0.04
H -8.416 -4.156 0.941 -0.20 0.09 -0.12
H -8.478 -5.291 2.283 -0.04 -0.09 -0.04
H -10.619 -4.319 2.317 0.01 -0.16 0.15
H -10.853 -5.914 1.539 0.06 -0.03 0.07
H -12.609 -5.445 0.086 -0.08 0.00 0.11
H -12.677 -3.838 -0.657 0.10 0.01 0.06
H -12.815 -3.985 1.107 -0.08 -0.07 0.03
C 6.029 -3.930 -7.515 0.01 -0.03 0.11
O 5.777 -3.826 -6.127 -0.30 0.02 0.02
C 5.688 -2.477 -5.697 0.21 -0.48 0.15
C 5.020 -2.401 -4.334 0.05 0.32 -0.22
O 3.592 -2.455 -4.411 -0.11 -0.22 0.08
C 3.044 -3.744 -4.688 -0.09 0.22 0.30
C 3.096 -4.678 -3.487 0.44 -0.39 -0.45
O 4.378 -5.270 -3.379 -0.08 0.26 0.16
C 4.583 -5.867 -2.114 0.09 -0.02 -0.15
H 6.964 -3.427 -7.778 -0.02 0.04 -0.10
H 6.113 -4.985 -7.769 0.02 0.03 0.11
H 5.199 -3.500 -8.086 0.08 0.08 -0.08
H 5.116 -1.884 -6.422 0.01 0.07 0.06
H 6.707 -2.078 -5.627 -0.04 0.23 0.00
H 5.247 -1.422 -3.903 -0.08 0.00 -0.07
H 5.408 -3.155 -3.648 0.03 -0.15 -0.18
H 3.504 -4.188 -5.571 0.14 -0.14 0.14
H 1.992 -3.563 -4.930 0.00 0.04 0.03
H 2.363 -5.487 -3.619 -0.19 0.09 0.06
H 2.859 -4.119 -2.572 -0.06 0.07 0.02
H 4.548 -5.110 -1.322 -0.08 -0.04 0.07
H 5.573 -6.323 -2.110 -0.08 0.03 -0.10
H 3.836 -6.644 -1.924 -0.03 -0.01 0.09
C 6.218 9.065 4.655 0.06 -0.10 0.06
O 6.319 7.681 4.928 -0.10 -0.10 -0.26
C 5.054 7.086 5.159 0.57 -0.03 0.22
C 5.152 5.573 5.035 -0.29 0.15 -0.10
O 5.100 5.121 3.680 -0.02 0.03 0.04
C 6.291 5.330 2.917 -0.04 -0.32 -0.13
C 7.406 4.362 3.278 0.32 0.52 0.20
O 8.092 4.814 4.434 -0.25 -0.13 0.07
C 8.899 3.800 5.002 0.00 0.15 0.02
H 5.741 9.591 5.488 -0.06 0.08 -0.04
H 7.222 9.461 4.517 -0.01 -0.10 0.05
H 5.650 9.230 3.732 -0.08 0.09 0.05
H 4.317 7.468 4.440 -0.06 -0.04 0.02
H 4.739 7.349 6.177 -0.23 -0.03 -0.01
H 4.270 5.139 5.517 -0.01 0.02 -0.06
H 6.029 5.178 5.550 0.11 0.19 -0.05
H 6.619 6.368 2.974 0.14 -0.06 0.18
H 6.003 5.139 1.879 -0.03 -0.05 0.05
H 8.129 4.314 2.453 -0.12 -0.14 -0.13
H 6.987 3.363 3.452 -0.05 -0.03 -0.07
H 8.280 2.963 5.343 0.06 -0.09 -0.07
H 9.415 4.219 5.865 -0.05 0.06 -0.10
H 9.644 3.446 4.283 0.01 -0.10 0.01
```
Positions in Å, forces in eV/Å.

These are the Mulliken partial charges, in e, on atoms 1 to 5: atom 1 (N): -0.33, atom 2 (C): -0.46, atom 3 (C): -0.51, atom 4 (N): 0.21, atom 5 (C): -0.13

Record 2
Molecular formula: C34H61AsN4O4RuSi4Te
Method: DFT, ωB97M-V with the def2-TZVPD basis set

## Properties
Charge = +1
Kohn-Sham gap (alpha / beta) = 0.24486 / 0.23314 Eh
Spin multiplicity = 6
Expectation value of S² = 8.782
HOMO (alpha / beta) = -9.364 / -10.736 eV

```
110
Properties=species:S:1:pos:R:3:forces:R:3
Ru -1.826 0.983 0.049 -0.50 -0.44 -0.49
C 0.552 3.552 -2.659 -0.26 -0.09 -0.07
C -0.702 3.416 -1.824 0.56 0.27 -0.10
O -1.417 2.415 -1.881 -0.44 -0.19 0.21
N -0.897 4.452 -0.996 0.02 0.14 0.15
C -1.950 4.713 -0.022 0.02 0.06 -0.15
C -2.911 3.605 0.336 -0.23 -0.02 0.35
C -4.240 3.688 -0.056 0.07 0.04 0.04
C -5.193 2.906 0.577 0.44 -0.21 0.34
C -4.781 2.097 1.632 -0.28 0.25 -0.17
C -3.434 2.000 1.913 0.01 0.21 0.47
N -2.489 2.700 1.255 -0.69 1.20 0.37
H 0.513 2.872 -3.506 0.00 -0.03 0.08
H 1.414 3.310 -2.033 -0.03 -0.03 -0.03
H 0.665 4.568 -3.026 0.07 0.12 -0.05
H -0.240 5.214 -1.073 0.04 -0.14 -0.06
H -2.543 5.563 -0.386 0.09 -0.18 0.11
H -1.454 5.024 0.908 -0.20 -0.09 -0.18
H -4.519 4.391 -0.825 -0.06 0.07 -0.06
H -6.230 2.945 0.290 -0.15 0.07 -0.06
H -5.498 1.545 2.218 -0.05 -0.12 0.07
H -3.072 1.387 2.739 -0.03 -0.03 -0.29
C 2.763 -2.164 2.504 0.36 0.68 -0.07
Si 3.856 -0.595 2.557 -0.06 -0.16 0.06
C 3.688 0.246 4.263 0.02 -0.25 -0.72
C 5.690 -1.002 2.173 -0.76 0.23 0.09
Si 3.123 0.958 0.802 1.40 -0.15 -0.39
Te 0.586 0.886 0.500 1.70 0.43 0.90
Si 3.980 3.217 1.141 -0.04 0.38 0.09
C 2.704 4.247 2.119 0.41 -0.45 -0.31
C 5.616 3.097 2.120 -0.64 -0.13 -0.31
C 4.362 4.117 -0.517 -0.24 -0.45 0.50
Si 4.087 0.195 -1.377 -0.24 -0.17 0.03
C 3.219 1.016 -2.880 0.17 -0.20 0.68
C 5.955 0.553 -1.518 -0.71 -0.12 0.27
C 3.753 -1.691 -1.396 0.09 0.67 -0.06
H 2.983 -2.847 3.320 0.14 -0.01 0.17
H 2.889 -2.713 1.575 0.06 -0.05 -0.20
H 1.715 -1.884 2.587 -0.20 0.05 0.02
H 4.156 -0.339 5.048 0.12 -0.23 0.08
H 2.642 0.364 4.523 -0.29 0.01 0.02
H 4.140 1.230 4.278 0.13 0.23 -0.04
H 6.146 -1.587 2.967 -0.05 -0.09 0.20
H 6.273 -0.095 2.060 0.12 0.24 0.00
H 5.785 -1.571 1.255 -0.05 -0.12 -0.21
H 2.689 3.958 3.162 0.01 -0.15 0.29
H 1.703 4.095 1.730 -0.25 -0.03 -0.15
H 2.924 5.309 2.082 0.15 0.22 -0.08
H 5.516 2.507 3.023 -0.07 -0.13 0.21
H 5.952 4.086 2.416 -0.02 0.27 -0.01
H 6.406 2.652 1.526 0.16 -0.13 -0.22
H 3.976 3.578 -1.375 -0.09 -0.11 -0.20
H 5.432 4.231 -0.660 0.22 -0.07 0.03
H 3.935 5.116 -0.535 -0.14 0.14 0.10
H 3.708 1.937 -3.179 0.18 0.21 0.04
H 2.190 1.255 -2.635 -0.22 0.03 0.01
H 3.203 0.366 -3.750 0.08 -0.24 -0.07
H 6.162 1.612 -1.422 0.01 0.30 0.00
H 6.333 0.229 -2.485 -0.05 -0.09 -0.20
H 6.522 0.036 -0.754 0.12 -0.15 0.22
H 2.822 -1.921 -0.884 -0.19 -0.03 0.09
H 4.543 -2.234 -0.891 0.21 -0.08 0.19
H 3.684 -2.086 -2.405 0.00 0.00 -0.24
C -0.471 -2.278 -0.339 -0.16 -0.12 0.07
As -1.268 -0.890 -1.487 1.15 -1.62 -1.09
C -2.644 -1.875 -2.408 -0.41 -0.16 -0.21
C 0.170 -0.845 -2.891 -0.31 0.39 0.20
C 0.183 -2.076 -3.731 0.09 -0.17 -0.18
C -0.396 -2.073 -4.998 0.02 0.10 0.06
C -0.382 -3.211 -5.785 -0.08 -0.06 -0.17
C 0.182 -4.384 -5.312 -0.03 -0.01 -0.03
C 0.757 -4.400 -4.053 -0.02 -0.10 0.00
C 0.769 -3.256 -3.277 0.05 0.10 0.06
H -0.754 -3.261 -0.712 0.04 -0.04 -0.05
H -0.811 -2.173 0.695 -0.04 0.07 -0.18
H 0.620 -2.200 -0.337 -0.17 0.09 -0.10
H -2.211 -2.715 -2.955 0.02 0.09 0.09
H -3.170 -1.221 -3.106 0.08 -0.02 0.08
H -3.367 -2.259 -1.689 0.04 0.04 0.00
H 1.130 -0.717 -2.374 -0.31 0.05 0.03
H -0.019 0.039 -3.511 0.09 -0.10 0.18
H -0.854 -1.166 -5.372 0.00 0.04 -0.02
H -0.809 -3.189 -6.779 -0.06 0.04 0.00
H 0.177 -5.275 -5.921 0.01 -0.06 -0.06
H 1.198 -5.310 -3.674 0.09 -0.07 0.03
H 1.257 -3.282 -2.313 0.00 0.03 0.09
C -5.262 -0.909 4.134 0.09 -0.19 0.00
C -4.741 -2.290 3.771 -0.11 0.20 -0.06
C -4.370 -2.431 2.281 0.15 -0.56 0.54
C -4.005 -3.915 2.031 -0.01 -0.08 -0.15
C -3.724 -4.215 0.566 0.02 -0.01 0.21
C -5.562 -2.104 1.406 0.23 0.07 0.08
O -6.646 -2.611 1.528 -0.15 -0.15 0.18
N -5.343 -1.180 0.404 -0.35 0.30 -0.45
C -4.164 -0.511 0.165 -0.68 -0.65 0.36
O -4.105 0.337 -0.730 0.03 0.41 -0.21
N -3.101 -0.781 0.924 0.64 1.11 -0.68
C -3.115 -1.616 1.992 0.25 -0.07 0.17
O -2.111 -1.726 2.670 -0.18 -0.20 0.27
H -5.487 -0.862 5.196 -0.04 0.09 0.08
H -6.173 -0.689 3.585 -0.16 0.13 -0.05
H -4.512 -0.152 3.916 0.08 0.19 0.00
H -5.502 -3.036 3.999 0.03 -0.05 -0.01
H -3.846 -2.507 4.356 -0.02 -0.12 -0.09
H -4.841 -4.528 2.374 0.04 0.07 0.05
H -3.131 -4.142 2.647 -0.11 0.04 -0.02
H -4.618 -4.060 -0.034 -0.06 0.02 -0.16
H -3.419 -5.250 0.441 0.06 -0.12 -0.06
H -2.925 -3.577 0.193 0.08 0.01 -0.13
H -6.138 -0.946 -0.179 0.12 -0.06 0.04
```
Positions in Å, forces in eV/Å.

These are the Mulliken partial charges, in e, on atoms 1 to 5: atom 1 (Ru): 0.99, atom 2 (C): -1.01, atom 3 (C): 0.80, atom 4 (O): -0.80, atom 5 (N): -0.02

E_tot for the records above, in order: -69305.560 -152620.506 eV